(1)
Below is a 2-piece molecular cluster, C8H18BrISi overall, with properties calculated with the ωB97M-V functional and the def2-TZVPD basis.

Each line ends with the Löwdin charge.
Geometry (Å):
C -1.49334 -4.47386 -1.72821  -0.10
C 2.76543 2.60874 1.24246  -0.16
C -0.16872 -3.68855 -1.75835  -0.26
C 1.50503 2.05258 1.64981  -0.35
C -0.57777 -2.25187 -1.93178  -0.32
C 0.38959 3.08342 1.83758  -0.34
C 0.53661 -1.22176 -1.76417  0.03
C -0.92719 2.47832 2.12539  -0.42
Si -1.68026 1.55435 0.59526  -0.15
Br -3.80067 0.95660 1.17772  0.19
I -1.78305 3.17214 -1.23686  0.40
H -2.14949 -4.07388 -1.04008  0.05
H -1.87513 -4.33953 -2.65600  0.04
H -1.31656 -5.44287 -1.52012  0.04
H 2.63402 3.27126 0.40298  0.07
H 3.44948 3.15524 2.01488  0.11
H 3.41569 1.72283 0.93045  0.10
H 0.39516 -4.12693 -2.58013  0.11
H 0.33871 -3.82323 -0.73815  0.13
H 1.57368 1.23858 2.49180  0.15
H 1.03542 1.28696 0.85606  0.10
H -1.08814 -2.04268 -2.89303  0.12
H -1.26950 -1.89391 -1.12536  0.11
H 0.79769 3.60258 2.80450  0.15
H 0.31836 3.73236 1.04676  0.04
H 0.25618 -0.38581 -1.05120  0.01
H 1.42896 -1.17664 -2.32415  0.02
H -1.81245 3.13567 2.17686  0.06
H -0.89772 1.88992 2.99510  0.06

E_LUMO (alpha / beta) in eV: 0.34 / -1.64
Highest occupied orbital energy (alpha / beta) in eV: -7.9 / -8.0
2S+1: 1
Kohn-Sham gap (alpha / beta) in eV: 8.2090 / 6.3909

---

(2)
Below is C8H18CaNO2P as an isolated structure, with properties calculated with the ωB97M-V functional and the def2-TZVPD basis.

Each line ends with the Löwdin charge.
Geometry (Å):
C -1.43775 3.33319 -2.44464  -0.09
C -0.90986 2.41143 -1.28698  -0.26
C -0.95157 0.93267 -1.77329  -0.22
C 0.06897 -0.02039 -1.03920  -0.23
P -0.71308 -1.09315 0.26098  0.85
O -0.34062 -2.48670 -0.64869  -0.30
C 0.12651 -1.88937 1.72052  -0.25
C 1.64194 -1.55910 1.87736  -0.27
C 2.59347 -2.42829 1.01162  -0.08
N -1.35249 0.40568 1.28792  -0.16
C -0.42327 1.13645 1.63188  -0.65
O 0.48151 1.71124 2.05364  0.22
H -1.41409 2.81954 -3.42136  0.08
H -2.48913 3.62559 -2.28693  0.08
H -0.81092 4.23280 -2.56570  0.08
H 0.07652 2.74009 -0.92033  0.10
H -1.62952 2.53947 -0.44783  0.08
H -0.63156 0.94307 -2.82997  0.12
H -1.97771 0.52911 -1.76331  0.12
H 0.43079 -0.70615 -1.81877  0.10
H 0.97585 0.52298 -0.69939  0.11
H -2.06970 -1.43157 0.05780  0.10
H 0.61160 -2.61439 -0.78104  0.04
H -0.38332 -1.50579 2.65486  0.05
H -0.05296 -2.97496 1.70291  0.11
H 1.89678 -1.77112 2.93509  0.12
H 1.89872 -0.49743 1.71775  0.10
H 3.63028 -2.19031 1.30192  0.09
H 2.40273 -3.50909 1.06728  0.10
H 2.50493 -2.09567 -0.04420  0.07
Ca -1.75302 0.89015 3.49013  1.79

E_LUMO in eV: -9.65
Highest occupied orbital energy in eV: -16.5
2S+1: 1
Kohn-Sham gap in eV: 6.8052
ΔE to the lowest compared entry with this formula, charge and spin in eV: 1.2500
Charge: +2

---

(3)
Below is C8H18Cl as an isolated structure, with properties calculated with the ωB97M-V functional and the def2-TZVPD basis.

Each line ends with the Löwdin charge.
Geometry (Å):
Cl 0.62240 2.06104 -2.17075  0.31
H -1.91104 1.06788 -1.28357  0.09
C -2.23396 0.65178 -0.30100  -0.28
H -2.27291 1.51142 0.37497  0.11
C -3.56615 -0.07662 -0.30258  -0.11
C -1.12932 -0.30161 0.14467  -0.21
C 0.12331 0.52787 0.16066  -0.25
C 1.44312 -0.20781 0.27645  -0.63
C 1.49162 -0.81214 1.67337  -0.04
C 2.46280 0.92130 -0.00031  -0.09
C 1.59297 -1.28139 -0.81719  -0.05
H -4.38349 0.62371 -0.47863  0.07
H -3.55293 -0.85880 -1.06475  0.07
H -3.74224 -0.56058 0.66100  0.07
H -1.35131 -0.69408 1.15178  0.13
H -1.02753 -1.14519 -0.56714  0.12
H 0.16198 1.09586 -0.88377  -0.10
H 0.05905 1.32893 0.92504  0.15
H 0.68292 -1.54039 1.79472  0.08
H 2.43821 -1.30023 1.88398  0.09
H 1.32418 -0.01170 2.41481  0.09
H 1.92069 1.50512 -0.88646  -0.06
H 2.49442 1.56637 0.90032  0.09
H 3.44480 0.53682 -0.33137  0.09
H 1.51143 -0.80288 -1.80646  0.08
H 2.57849 -1.74823 -0.72702  0.09
H 0.81848 -2.05643 -0.74077  0.08

E_LUMO (alpha / beta) in eV: 0.83 / -2.86
<S²>: 0.755
Highest occupied orbital energy (alpha / beta) in eV: -9.8 / -10.0
2S+1: 2
Kohn-Sham gap (alpha / beta) in eV: 10.6048 / 7.1570
ΔE to the lowest compared entry with this formula, charge and spin in eV: 0.7573

---

(4)
Below is C8H18ClIO3PPt as an isolated structure, with properties calculated with the ωB97M-V functional and the def2-TZVPD basis.

Each line ends with the Löwdin charge.
Geometry (Å):
C 0.80854 -2.96383 -5.64930  -0.01
C 1.51211 -1.88521 -4.87537  -0.61
H 1.27259 -3.03767 -6.64491  0.13
H -0.25778 -2.72639 -5.76599  0.12
H 0.91143 -3.92934 -5.13365  0.13
O 2.47077 -1.22410 -5.17546  0.25
I 0.64965 -1.48482 -2.87025  1.21
Pt 1.01898 0.06885 -0.21571  0.72
P -0.71059 1.57380 -0.39725  0.61
C -0.34641 3.32274 -0.05336  -0.21
C -1.34663 1.56385 -2.09638  -0.26
H -2.45732 0.22410 0.60174  0.01
H -2.91137 1.96567 0.51488  0.09
H -1.75893 1.38372 1.76673  0.06
C -2.10586 1.25213 0.73438  -0.24
H -1.77902 0.58123 -2.32666  0.03
H -2.11039 2.35217 -2.18596  0.09
H -1.18537 3.93382 -0.42010  0.09
H 0.57688 3.62430 -0.56305  0.06
H -0.52237 1.77571 -2.79101  0.06
H -0.23858 3.45964 1.03019  0.07
C 2.44664 1.13717 0.09172  -0.39
O 3.33520 1.85597 0.32248  0.17
Cl -0.63810 -1.55636 0.02167  -0.03
C 0.21592 -1.34573 5.68589  0.00
C 0.69339 -1.21324 4.25491  -0.15
O -0.37911 -0.88210 3.38162  0.20
H -0.07654 -0.36524 6.07959  0.12
H 1.02776 -1.74539 6.29745  0.12
H -0.63197 -2.03653 5.75787  0.12
H 1.46654 -0.42641 4.20545  0.21
H 1.13013 -2.17194 3.94866  0.18
H -0.08018 -1.08058 2.46916  0.05

E_LUMO (alpha / beta) in eV: -10.84 / -14.82
<S²>: 6.042
Highest occupied orbital energy (alpha / beta) in eV: -17.9 / -20.7
2S+1: 5
Kohn-Sham gap (alpha / beta) in eV: 7.0242 / 5.8428
ΔE to the lowest compared entry with this formula, charge and spin in eV: 0.0000
Charge: +3

---

(5)
Below is a 2-piece molecular cluster, C8H18ClN overall, with properties calculated with the ωB97M-V functional and the def2-TZVPD basis.

Each line ends with the Löwdin charge.
Geometry (Å):
Cl -20.14094 -25.74699 24.86913  0.10
C -23.29063 -27.64088 21.56497  -0.08
C -22.15203 -27.50721 20.49423  -0.20
C -21.19171 -26.45429 21.02750  -0.10
N -19.66600 -26.66828 20.65212  -0.23
C -18.94638 -25.34672 20.99994  0.03
C -18.90599 -27.85165 21.23844  -0.11
C -17.69836 -28.08249 20.41172  -0.13
C -17.96469 -27.42234 19.02945  -0.13
C -19.37759 -26.93295 19.17517  -0.13
H -22.95503 -27.41766 22.57771  0.07
H -23.74656 -28.62750 21.64750  0.08
H -24.10855 -26.94022 21.39713  0.08
H -22.61885 -27.24900 19.54370  0.12
H -21.65725 -28.47664 20.43501  0.10
H -21.13487 -26.31678 22.10730  0.08
H -21.48589 -25.46387 20.68021  0.14
H -17.91785 -25.37002 20.63985  0.10
H -19.01358 -25.18511 22.07580  0.07
H -19.37970 -24.53527 20.41522  0.11
H -18.71519 -27.56288 22.27203  0.13
H -19.58995 -28.68536 21.07962  0.13
H -16.86420 -27.69847 20.99893  0.13
H -17.60673 -29.14861 20.20412  0.13
H -17.35748 -26.54687 18.79931  0.12
H -17.89001 -28.10177 18.18039  0.13
H -19.75908 -26.14866 18.52138  0.15
H -20.08274 -27.73562 18.95931  0.12

E_LUMO (alpha / beta) in eV: -2.42 / -7.23
<S²>: 0.752
Highest occupied orbital energy (alpha / beta) in eV: -15.5 / -15.1
2S+1: 2
Kohn-Sham gap (alpha / beta) in eV: 13.0865 / 7.8622
ΔE to the lowest compared entry with this formula, charge and spin in eV: 0.2473
Charge: +1

---

(6)
Below is a 2-piece molecular cluster, C8H18ClN2 overall, with properties calculated with the ωB97M-V functional and the def2-TZVPD basis.

Each line ends with the Löwdin charge.
Geometry (Å):
C 2.45944 -0.61470 -1.81229  0.01
N 1.74322 0.48473 -1.14721  -0.19
C 1.07839 1.48040 -2.01295  0.00
C 1.72025 0.53404 0.16110  -0.50
Cl 1.15187 1.86612 1.00342  0.86
H 2.23408 -0.54853 -2.87948  0.10
H 3.54699 -0.57201 -1.66698  0.12
H 2.13052 -1.58037 -1.41026  0.11
H 1.16227 1.07430 -3.02662  0.10
H 0.03386 1.59650 -1.71304  0.11
H 1.56210 2.46269 -1.96053  0.11
H 2.44681 -0.08891 0.70357  0.13
C -0.14252 -1.79311 1.16060  -0.14
N -0.89831 -0.89827 1.98035  -0.26
C -2.31592 -0.82486 1.67383  -0.20
C -2.95970 -0.20963 2.91642  -0.15
C -1.92144 -0.35191 4.04868  -0.16
C -0.70871 -1.04345 3.43156  -0.19
H 0.93281 -1.72593 1.39626  0.07
H -0.44269 -2.86429 1.28781  0.10
H -0.28784 -1.54635 0.09418  0.08
H -2.49937 -0.23663 0.76830  0.11
H -2.74725 -1.82758 1.50414  0.12
H -3.14793 0.84667 2.73233  0.10
H -3.89733 -0.69909 3.17514  0.11
H -1.61655 0.63335 4.39276  0.10
H -2.31613 -0.92021 4.88862  0.11
H -0.69967 -2.11479 3.72132  0.12
H 0.25234 -0.60958 3.74363  0.11

E_LUMO in eV: -4.96
Highest occupied orbital energy in eV: -11.3
2S+1: 1
Kohn-Sham gap in eV: 6.2950
ΔE to the lowest compared entry with this formula, charge and spin in eV: 0.3420
Charge: +1

---

(7)
Below is C8H18F4KN3O8S4 as an isolated structure, with properties calculated with the ωB97M-V functional and the def2-TZVPD basis.

Each line ends with the Löwdin charge.
Geometry (Å):
K 6.62547 13.17600 -9.09997  0.86
C 9.00979 21.39081 -4.75959  -0.09
C 8.91606 20.95178 -6.24774  -0.22
C 8.87966 19.38400 -6.36819  -0.08
N 8.04189 18.85913 -7.59318  -0.22
C 8.50359 19.40559 -8.95058  0.05
C 8.09531 17.30639 -7.55936  -0.07
C 6.89465 16.85527 -8.40101  -0.15
C 5.86905 18.03500 -8.36019  -0.12
C 6.55105 19.15729 -7.57022  -0.11
H 8.27350 20.75625 -4.26631  0.08
H 8.85411 22.44802 -4.54472  0.08
H 10.07077 21.33175 -4.51687  0.08
H 9.69743 21.40095 -6.86077  0.11
H 7.95078 21.39317 -6.49577  0.10
H 8.48798 18.92233 -5.46180  0.12
H 9.89378 18.98810 -6.42227  0.14
H 9.56885 19.17819 -8.99064  0.11
H 8.40704 20.49117 -8.93375  0.10
H 8.04992 18.90222 -9.80434  0.11
H 8.98864 16.90292 -8.03609  0.13
H 7.92526 16.92321 -6.55320  0.14
H 7.28525 16.78420 -9.41614  0.08
H 6.45302 15.90723 -8.09394  0.09
H 5.52481 18.36092 -9.34170  0.12
H 5.03239 17.70416 -7.74485  0.12
H 6.35471 20.12398 -8.03395  0.13
H 6.27034 19.21329 -6.51847  0.14
N 8.78416 14.64328 -10.25226  -0.34
S 10.31819 14.08839 -9.73049  0.62
O 11.05304 15.00853 -8.90019  -0.27
O 11.05842 13.07064 -10.51112  -0.23
F 9.65063 13.09410 -8.62648  -0.25
S 9.36891 15.50669 -11.27036  0.38
O 9.80860 14.78172 -12.43317  -0.26
O 10.21520 16.67411 -10.89514  -0.32
F 7.97940 16.13965 -11.84969  -0.22
N 6.86433 10.62699 -10.20026  -0.37
S 5.54536 9.53140 -10.16698  0.58
O 4.92387 9.38199 -8.88959  -0.28
O 5.61715 8.36423 -11.04009  -0.26
F 4.47237 10.56994 -10.89154  -0.25
S 7.90850 9.55766 -9.79515  0.43
O 8.38551 8.59527 -10.80969  -0.29
O 7.87678 9.08844 -8.43665  -0.28
F 9.13263 10.57715 -9.74766  -0.21

E_LUMO in eV: -1.29
Highest occupied orbital energy in eV: -9.1
2S+1: 1
Kohn-Sham gap in eV: 7.8381
ΔE to the lowest compared entry with this formula, charge and spin in eV: 3.1788

---

(8)
Below is a 2-piece molecular cluster, C8H18FN4O overall, with properties calculated with the ωB97M-V functional and the def2-TZVPD basis.

Each line ends with the Löwdin charge.
Geometry (Å):
C -3.90263 -0.47951 0.11686  -0.11
C 2.04746 0.34276 0.17626  -0.46
C 0.60827 -1.52431 0.87850  0.00
C 4.40486 0.49555 0.79895  -0.05
C 0.00311 -0.17365 -1.33879  -0.12
C -3.33329 0.44644 0.91853  -0.22
C 1.09861 -0.67974 -0.40984  -0.24
C -1.53898 1.72763 -0.91758  -0.22
N -3.03525 -1.61049 -0.32038  0.03
N -1.77667 2.79753 -0.31989  0.22
N 3.25638 -0.21305 0.28556  0.02
N -0.45401 1.05049 -0.73442  0.06
O 1.74012 1.46671 0.61303  0.05
F -2.14620 0.23853 1.47395  0.02
H -4.93416 -0.47244 -0.17741  0.11
H -0.09294 -2.27192 0.61553  0.06
H 0.32608 -0.81842 1.63153  0.07
H 1.46160 -2.07110 1.28455  0.09
H 4.24296 0.79616 1.90049  0.13
H 5.24956 -0.04624 0.74702  0.04
H 4.50830 1.47528 0.32373  0.10
H 0.38443 0.00680 -2.39416  0.16
H -0.75022 -1.01819 -1.29637  0.12
H -3.76346 1.33417 1.13347  0.07
H 1.73778 -1.32458 -1.01734  0.13
H -2.14316 1.35527 -1.74878  0.18
H -3.60753 -2.42984 -0.57626  0.09
H -1.11303 3.03098 0.42558  0.17
H -2.50030 3.42433 -0.35340  0.11
H 3.61006 -0.97766 -0.35797  0.19
H -2.23926 -1.53069 0.37679  0.07
H 0.33580 1.49732 -0.13520  0.12

E_LUMO in eV: -2.39
Highest occupied orbital energy in eV: -11.7
2S+1: 1
Kohn-Sham gap in eV: 9.2783
ΔE to the lowest compared entry with this formula, charge and spin in eV: 0.0000
Charge: +1

---

Repeat the third record exactly.
Below is C8H18Cl as an isolated structure, with properties calculated with the ωB97M-V functional and the def2-TZVPD basis.

Each line ends with the Löwdin charge.
Geometry (Å):
Cl 0.62240 2.06104 -2.17075  0.31
H -1.91104 1.06788 -1.28357  0.09
C -2.23396 0.65178 -0.30100  -0.28
H -2.27291 1.51142 0.37497  0.11
C -3.56615 -0.07662 -0.30258  -0.11
C -1.12932 -0.30161 0.14467  -0.21
C 0.12331 0.52787 0.16066  -0.25
C 1.44312 -0.20781 0.27645  -0.63
C 1.49162 -0.81214 1.67337  -0.04
C 2.46280 0.92130 -0.00031  -0.09
C 1.59297 -1.28139 -0.81719  -0.05
H -4.38349 0.62371 -0.47863  0.07
H -3.55293 -0.85880 -1.06475  0.07
H -3.74224 -0.56058 0.66100  0.07
H -1.35131 -0.69408 1.15178  0.13
H -1.02753 -1.14519 -0.56714  0.12
H 0.16198 1.09586 -0.88377  -0.10
H 0.05905 1.32893 0.92504  0.15
H 0.68292 -1.54039 1.79472  0.08
H 2.43821 -1.30023 1.88398  0.09
H 1.32418 -0.01170 2.41481  0.09
H 1.92069 1.50512 -0.88646  -0.06
H 2.49442 1.56637 0.90032  0.09
H 3.44480 0.53682 -0.33137  0.09
H 1.51143 -0.80288 -1.80646  0.08
H 2.57849 -1.74823 -0.72702  0.09
H 0.81848 -2.05643 -0.74077  0.08

E_LUMO (alpha / beta) in eV: 0.83 / -2.86
<S²>: 0.755
Highest occupied orbital energy (alpha / beta) in eV: -9.8 / -10.0
2S+1: 2
Kohn-Sham gap (alpha / beta) in eV: 10.6048 / 7.1570
ΔE to the lowest compared entry with this formula, charge and spin in eV: 0.7573

---

Q: Which of these has the highest 2S+1?
A: C8H18ClIO3PPt

---

Q: What is the 2S+1 in the fifth record?
A: 2